(1)
Below is C6H13NO in the gas phase, with properties calculated with ωB97M-V/def2-TZVPD.

The value obtained for the molecular weight is 115.2 g mol⁻¹. The value obtained for the total energy is -366.41095 hartree. The value obtained for the gap between HOMO and LUMO is 0.382 Eh. Its SMILES is CCCCNC(C)=O.

Atoms and positions in Å:
C  -0.4717  1.1172  3.5858
C  0.3089  0.5210  2.3920
C  -0.2429  0.9978  1.0395
C  -0.7947  -0.1503  0.1895
N  0.1848  -0.8357  -0.6199
C  0.4072  -0.7837  -1.9563
C  -0.3034  0.2906  -2.7639
O  1.2215  -1.5125  -2.4941
H  -0.7186  2.1612  3.3731
H  0.1212  1.1629  4.4936
H  -1.4586  0.6518  3.5980
H  1.3578  0.8190  2.4477
H  0.2712  -0.5598  2.5396
H  -1.0522  1.6914  1.1700
H  0.5083  1.5372  0.4615
H  -1.2927  -0.8902  0.8239
H  -1.5993  0.1555  -0.4804
H  0.8336  -1.4919  -0.2115
H  -1.2439  -0.0801  -3.1674
H  0.3664  0.7386  -3.4872
H  -0.5796  1.1131  -2.1057

Forces on atoms 1 to 2 (eV/Å):
0.01 0.86 -1.31
0.16 0.73 0.64


(2)
Below is 2 unconnected molecules or ions with the total composition C6H13NO, with properties calculated with ωB97M-V/def2-TZVPD.

The value obtained for the molecular weight is 115.2 g mol⁻¹. The value obtained for the total energy is -366.16973 hartree. The value obtained for the gap between HOMO and LUMO (spin up / spin down) is 0.289 / 0.295 Eh.

Atoms and positions in Å:
C  -0.7013  -1.1701  0.6162
C  -0.0224  -2.3913  0.9355
C  -2.1234  -1.2400  0.4236
C  0.6538  2.0523  -1.5543
C  1.2867  1.5055  0.6254
C  0.2953  1.2625  -0.3747
N  0.2721  -0.2151  -0.8494
O  1.4224  -0.6846  -0.9613
H  0.8497  -2.5042  0.2183
H  -0.7069  -3.2788  0.7613
H  0.4094  -2.3687  1.8361
H  -2.4038  -1.6675  -0.5172
H  -2.5523  -1.8123  1.2187
H  -2.7385  -0.2935  0.3490
H  0.1703  1.8067  -2.4748
H  0.2492  3.0418  -1.2529
H  1.7424  1.9907  -1.6754
H  2.0300  0.7262  0.6782
H  0.7781  1.5473  1.5440
H  1.8225  2.3537  0.4547
H  -0.7333  1.3396  -0.0007

Forces on atoms 1 to 2 (eV/Å):
1.45 2.13 -2.29
-0.64 -1.78 -4.73


(3)
Below is 2 unconnected molecules or ions with the total composition C6H13NO2, with properties calculated with ωB97M-V/def2-TZVPD.

The value obtained for the molecular weight is 131.2 g mol⁻¹. As for the expectation value of S²: 0.750. The value obtained for the total energy is -441.57412 hartree. As for the charge: -1. The value obtained for the gap between HOMO and LUMO (spin up / spin down) is 0.104 / 0.363 Eh. Its multiplicity is 2.

Atoms and positions in Å:
C  -0.0091  1.2288  -1.3538
N  0.5727  2.0222  -0.2918
C  1.5475  1.4538  0.5209
O  2.1487  2.1501  1.3155
C  -0.9817  0.0557  -0.8777
C  -1.4127  0.0398  0.5620
C  -0.7176  -0.8888  1.5178
C  -0.4773  -2.1777  1.3030
H  0.7054  0.7013  -1.9904
H  -0.5819  1.8878  -2.0097
H  0.0862  2.8517  -0.0254
H  1.6621  0.3811  0.2763
H  -0.4027  -0.8741  -1.0682
H  -1.7497  -0.0518  -1.6518
H  -2.4932  -0.0226  0.6943
H  -1.1920  1.0572  0.9505
H  -0.4116  -0.4678  2.4748
H  -0.7545  -2.7019  0.3866
H  -0.0692  -2.8508  2.0433
H  0.4579  -3.3066  -1.6051
H  -0.2491  -2.3416  -2.5133
O  -0.4520  -3.0279  -1.8366

Forces on atoms 1 to 2 (eV/Å):
-1.71 -0.93 0.28
0.86 -1.75 -0.44


(4)
Below is C6H13NO2 in the gas phase, with properties calculated with ωB97M-V/def2-TZVPD.

The value obtained for the molecular weight is 131.2 g mol⁻¹. The value obtained for the total energy is -441.65401 hartree. The value obtained for the gap between HOMO and LUMO is 0.369 Eh. Its SMILES is CC(C)(CO)CC(N)=O.

Atoms and positions in Å:
C  0.9320  0.2077  -1.3151
C  0.4895  0.1360  0.1487
C  0.3368  1.5337  0.7450
C  1.6945  -0.6779  1.0104
O  2.0744  -1.8890  0.3903
C  -0.6998  -0.7574  0.3735
C  -2.1585  -0.0071  0.0343
N  -2.4717  0.2192  -1.2699
O  -2.9367  0.3565  0.9094
H  0.3208  0.9092  -1.8876
H  1.9683  0.5563  -1.3868
H  0.8777  -0.7690  -1.8050
H  0.0424  1.4867  1.7979
H  -0.4399  2.0948  0.2138
H  1.2726  2.0974  0.6677
H  2.5655  -0.0171  1.0152
H  1.4134  -0.8591  2.0528
H  1.4089  -2.5632  0.5990
H  -0.6722  -1.6705  -0.2268
H  -0.8107  -1.0292  1.4285
H  -1.8365  0.0027  -2.0209
H  -3.3710  0.6395  -1.4744

Forces on atoms 1 to 2 (eV/Å):
0.09 -0.08 0.06
2.29 -1.28 1.35


(5)
Below is a molecular structure, C6H13NO2, with properties calculated with ωB97M-V/def2-TZVPD.

The value obtained for the molecular weight is 131.2 g mol⁻¹. The value obtained for the total energy is -441.47982 hartree. The value obtained for the gap between HOMO and LUMO is 0.385 Eh.

Atoms and positions in Å:
C  -1.2368  0.3016  -0.5793
C  -2.5252  -0.1739  0.0958
C  -0.1117  -0.2586  0.3106
C  1.3118  -0.0983  -0.2183
C  1.7834  1.2553  0.2871
C  2.0209  -1.4259  0.1568
H  -0.8143  2.0319  0.5318
H  -2.5313  1.8836  -0.5522
H  -1.1977  0.0353  -1.6398
H  -0.2160  -1.2290  0.2236
H  -0.2802  -0.1597  1.4431
H  1.3939  -0.0990  -1.3800
H  2.9165  1.3623  0.3390
H  1.1119  1.3016  1.5649
H  1.1723  1.9467  -0.1783
H  3.0661  -1.6229  -0.2533
H  2.0825  -1.4530  1.1821
H  1.4489  -2.2568  -0.2354
H  -2.2754  -1.9091  -1.1890
N  -1.2552  1.8590  -0.5985
O  -3.2398  0.2581  0.9514
O  -2.6247  -1.5493  -0.2620

Forces on atoms 1 to 2 (eV/Å):
-0.44 3.48 1.37
1.01 -3.29 -0.97


(6)
Below is C6H13NO2 in the gas phase, with properties calculated with ωB97M-V/def2-TZVPD.

The value obtained for the molecular weight is 131.2 g mol⁻¹. The value obtained for the total energy is -441.64728 hartree. The value obtained for the gap between HOMO and LUMO is 0.370 Eh. Its SMILES is CC(=O)[C@H](O)C(C)(C)N.

Atoms and positions in Å:
C  -2.3347  0.5497  -0.5084
C  -1.3024  1.1914  0.3814
O  -1.6461  1.8945  1.3346
C  0.1819  0.9775  0.0635
O  0.4837  1.5874  -1.1997
C  0.6806  -0.5021  0.0708
C  0.1462  -1.2951  1.2707
C  2.2229  -0.4959  0.1432
N  0.3554  -1.2174  -1.1800
H  -3.2942  1.0572  -0.3716
H  -2.0478  0.6476  -1.5576
H  -2.4574  -0.5018  -0.2437
H  0.7441  1.5344  0.8255
H  0.4124  2.5508  -1.0665
H  0.6005  -2.2918  1.3232
H  -0.9375  -1.4398  1.2229
H  0.3720  -0.7803  2.2114
H  2.5688  -0.0599  1.0877
H  2.6670  0.0856  -0.6731
H  2.6321  -1.5121  0.0855
H  -0.6431  -1.3870  -1.2623
H  0.5957  -0.5927  -1.9575

Forces on atoms 1 to 2 (eV/Å):
-0.26 0.48 -0.22
-0.61 0.70 1.33


(7)
Below is 2 unconnected molecules or ions with the total composition C6H13NO3, with properties calculated with ωB97M-V/def2-TZVPD.

The value obtained for the molecular weight is 147.2 g mol⁻¹. The value obtained for the total energy is -516.75769 hartree. The value obtained for the gap between HOMO and LUMO (spin up / spin down) is 0.275 / 0.275 Eh.

Atoms and positions in Å:
C  1.4748  -0.7284  0.5474
C  0.5470  1.3134  -1.7062
C  -0.0304  1.4694  -0.3144
N  1.8153  -1.9451  1.2954
O  0.4176  2.2032  0.5365
H  2.8012  -1.9596  1.5258
H  1.6050  -2.7712  0.7482
H  1.8555  -0.7255  -0.4798
H  1.8972  0.1286  1.0723
H  0.3620  0.3290  -2.1328
H  0.1012  2.0681  -2.3601
H  1.6175  1.4926  -1.6456
C  -2.2113  0.6641  -1.2282
C  -0.7171  -0.3877  1.8428
C  -0.0287  -0.5558  0.5216
O  -1.5350  1.3382  -0.3293
O  -0.6248  -1.2904  -0.4123
H  -3.2493  0.4912  -0.9634
H  -1.5329  -0.8382  -0.7667
H  -1.9301  0.7315  -2.2746
H  -0.4219  -1.2027  2.5068
H  -0.4126  0.5586  2.2919
H  -1.8001  -0.3831  1.7248

Forces on atoms 1 to 2 (eV/Å):
-0.03 0.10 -0.03
0.06 -0.28 0.15


(8)
Below is a molecular structure, C6H13NO4, with properties calculated with ωB97M-V/def2-TZVPD.

The value obtained for the molecular weight is 163.2 g mol⁻¹. The value obtained for the total energy is -591.76601 hartree. The value obtained for the gap between HOMO and LUMO is 0.357 Eh.

Atoms and positions in Å:
C  1.3528  -1.3531  2.2173
C  0.5578  -0.6002  0.1732
C  0.9828  0.8515  -0.4876
C  -0.5031  1.4263  -0.1064
C  -1.5739  0.4399  -0.6129
C  -0.9737  -0.9331  -0.5681
H  1.1351  -0.4819  3.3298
H  0.8553  -2.6558  2.4363
H  2.5292  -1.1538  1.4891
H  1.3019  -1.2883  -0.0723
H  1.7622  1.1760  0.3052
H  2.5671  0.2721  -1.7537
H  1.4886  1.6640  -2.1951
H  -0.8563  2.2557  -0.9455
H  0.0201  0.9517  1.7274
H  -2.5108  0.5927  0.1116
H  -2.5581  1.6635  -2.0568
H  -0.8996  -1.1946  -1.7751
H  -2.4968  -2.1663  -0.1054
N  1.5028  0.6351  -2.0286
O  0.3099  -0.4005  1.6105
O  -0.4202  1.6768  1.2038
O  -2.1886  0.7622  -1.9172
O  -1.3844  -2.1399  0.0204

Forces on atoms 1 to 2 (eV/Å):
-1.22 2.55 2.64
-3.87 2.90 -2.89


(9)
Below is C6H13NO5 in the gas phase, with properties calculated with ωB97M-V/def2-TZVPD.

The value obtained for the molecular weight is 179.2 g mol⁻¹. The value obtained for the total energy is -667.33963 hartree. The value obtained for the gap between HOMO and LUMO is 0.369 Eh. Its SMILES is N[C@H]1O[C@H](CO)[C@@H](O)[C@@H](O)[C@@H]1O.

Atoms and positions in Å:
N  1.7161  0.1238  2.0860
C  0.5159  0.3470  1.3394
O  0.7977  0.9520  0.0205
C  -0.1403  0.8745  -1.0155
C  -1.2735  1.8435  -0.7247
O  -0.7559  3.0733  -0.3133
C  -0.4389  -0.6052  -1.3948
O  0.1539  -0.9824  -2.6406
C  0.0059  -1.5239  -0.3163
O  1.4623  -1.6299  -0.3837
C  -0.2377  -0.9307  1.0996
O  -1.6221  -0.6690  1.2873
H  2.1872  0.9660  2.3604
H  2.3986  -0.3118  1.4371
H  -0.1513  0.9606  1.9089
H  0.3883  1.2948  -1.8996
H  -2.0443  1.4239  -0.0698
H  -1.8165  2.0728  -1.6873
H  0.1061  2.9041  0.1070
H  -1.4970  -0.7694  -1.5702
H  1.0755  -1.2720  -2.4395
H  -0.4597  -2.4951  -0.4259
H  1.7291  -2.4525  0.0670
H  0.0137  -1.7227  1.8374
H  -2.1131  -1.4718  1.3305

Forces on atoms 1 to 2 (eV/Å):
0.85 -0.67 -1.29
0.29 -0.09 -1.21


(10)
Below is 2 unconnected molecules or ions with the total composition C6H13NOP, with properties calculated with ωB97M-V/def2-TZVPD.

The value obtained for the molecular weight is 146.2 g mol⁻¹. The value obtained for the total energy is -707.31078 hartree. As for the charge: +1. The value obtained for the gap between HOMO and LUMO is 0.320 Eh.

Atoms and positions in Å:
C  -3.7423  0.4560  -0.8760
C  0.7460  -0.1482  0.9222
C  0.6736  -0.0064  -1.1395
C  1.5140  -0.8898  -0.2475
C  3.0335  -0.8293  -0.3676
C  -1.1543  1.1992  0.0844
N  -0.0762  0.4892  -0.0279
O  -1.6336  1.6935  1.2101
P  -3.4532  -0.9087  0.0392
H  -4.6881  0.6652  -1.2689
H  0.2451  -0.8073  1.5040
H  1.3623  0.5237  1.5510
H  1.2525  0.8489  -1.7527
H  0.0535  -0.4831  -1.9050
H  1.3290  -1.9458  -0.2402
H  3.4672  -1.6328  0.1965
H  3.5755  0.0898  -0.2694
H  3.1603  -1.0503  -1.4177
H  -1.5999  1.4651  -0.9355
H  -4.1352  -1.7825  1.0717
H  -2.3194  2.3694  1.0150
H  -2.1430  -0.7809  0.4478

Forces on atoms 1 to 2 (eV/Å):
1.33 -1.80 1.16
3.65 0.32 0.36


Largest force on an atom values (in eV/Å) by entry order: 1.570; 5.091; 2.492; 3.599; 5.338; 1.909; 1.509; 7.113; 2.508; 4.643.
Relative energy (zero: lowest compared OMol25 entry of this formula, charge and spin) values (in kcal per mole) by entry order: 14.41; 165.77; 33.57; 16.31; 125.62; 20.54; 113.83; 231.19; 16.99; 90.54.